{
  "formula": "C42H40Li4N8O5",
  "method": "ωB97M-V with the def2-TZVPD basis set",
  "total_charge": 2,
  "gap_ev": 7.94,
  "elements": ["H", "H", "N", "H", "H", "C", "O", "H", "C", "C", "C", "C", "H", "H", "C", "C", "Li", "H", "N", "C", "H", "C", "C", "H", "O", "H", "N", "H", "C", "H", "H", "H", "C", "N", "H", "C", "C", "H", "H", "C", "H", "N", "H", "H", "H", "C", "C", "C", "C", "H", "H", "C", "C", "Li", "C", "N", "H", "C", "Li", "O", "H", "C", "C", "H", "N", "C", "C", "Li", "C", "C", "H", "H", "C", "C", "C", "H", "C", "C", "C", "C", "H", "H", "C", "H", "C", "O", "H", "H", "C", "H", "O", "C", "H", "C", "H", "H", "N", "C", "H"],
  "xyz": [[-0.34, 0.74, -1.83], [-1.94, 0.53, -1.59], [-3.11, 0.51, 0.11], [-3.20, -3.12, -0.98], [-6.47, 0.44, 0.13], [3.07, 0.72, -3.69], [-0.96, 1.45, 0.01], [-4.62, 0.28, 1.61], [2.39, -2.88, 0.23], [-3.68, -2.77, 2.40], [3.80, -0.39, -3.65], [-1.28, 2.74, -4.43], [-0.61, -3.74, -1.76], [4.70, -1.32, 3.56], [-1.96, 3.53, -2.31], [-0.15, 0.55, 0.19], [1.15, -0.74, 0.65], [2.24, 0.42, -1.01], [3.91, -2.81, -3.06], [-0.69, 1.64, -3.79], [-2.38, 4.25, -1.62], [1.91, 0.95, -3.10], [-0.99, 2.21, 3.90], [0.71, -1.68, 4.91], [5.11, -2.79, -3.16], [-4.13, -3.22, 3.28], [-2.29, 1.18, 2.17], [3.33, 1.62, -4.22], [1.26, -4.39, -1.22], [-1.13, 2.83, -5.50], [3.05, -1.63, 5.44], [-0.25, 0.78, -4.27], [3.18, -1.47, -3.03], [2.51, 2.23, -0.03], [-4.31, 2.69, 4.51], [-5.47, 0.55, -0.25], [-3.96, 0.84, -2.08], [-1.89, -1.05, -0.51], [3.14, 4.06, 0.85], [1.83, -1.34, -2.48], [-0.23, 1.02, 2.38], [1.38, -1.98, 0.26], [1.31, -2.23, -2.17], [4.75, -0.26, -0.82], [3.27, -4.66, -0.39], [-4.40, 0.43, 0.57], [5.17, 1.44, 0.38], [-3.43, 1.81, 2.77], [2.74, -1.40, 4.43], [-6.07, 1.11, -2.34], [-0.49, -1.57, -0.30], [-0.81, 1.53, -2.40], [-3.72, -3.39, 1.15], [-1.24, 2.75, -0.37], [3.41, 3.02, 0.71], [-2.71, -0.84, 1.40], [-0.02, -0.71, 2.67], [-3.39, 2.47, 4.00], [-1.97, 0.22, 1.09], [3.30, -3.85, -2.81], [-3.66, 1.05, -3.09], [-3.24, -1.45, 2.48], [-5.31, 0.87, -1.61], [-4.41, 1.43, 2.54], [1.80, -0.58, 1.83], [-2.10, 2.79, 4.52], [1.24, -0.11, -2.44], [0.98, 2.15, 0.31], [-3.09, -2.77, 0.04], [1.39, -1.36, 4.13], [6.19, 1.09, 0.48], [0.05, 2.26, 4.17], [3.12, -0.77, 2.17], [3.64, -1.21, 3.35], [4.77, 2.60, 0.96], [1.35, 1.87, -3.11], [-2.49, -1.49, 0.28], [-1.97, 3.64, -3.68], [1.03, -0.82, 2.89], [0.29, -3.44, -1.25], [3.24, -2.83, 0.90], [3.85, -0.46, 1.43], [4.34, 0.65, -0.39], [-3.40, -0.72, 3.26], [2.98, 1.01, -0.49], [1.02, 0.60, -0.17], [-1.83, 3.36, 5.40], [-4.03, -4.42, 1.07], [2.39, -4.06, -0.48], [0.23, 0.06, -2.10], [-0.42, -0.38, 1.00], [-1.12, 1.50, 2.74], [4.74, -0.55, -4.16], [0.31, -2.27, -0.45], [1.22, -5.38, -1.64], [-2.53, 4.48, -4.07], [-1.40, 2.45, -1.63], [-2.94, 0.59, -1.18], [5.43, 3.32, 1.43]]
}